1.
C22H33B | wB97M-V/def2-TZVPD

Geometry (Å):
C 1.494 3.421 -3.678
C 0.987 3.051 -2.317
C 1.839 2.556 -1.312
C 1.375 2.221 -0.034
C 2.427 1.716 0.917
C 0.001 2.361 0.289
C -0.668 1.980 1.648
C -0.280 2.930 2.777
C -0.560 0.455 2.092
C -0.255 -0.370 0.834
C -0.667 -1.828 0.606
C -1.380 -2.294 -0.537
C -1.665 -1.414 -1.730
C -1.741 -3.643 -0.629
C -1.346 -4.596 0.307
C -1.701 -6.041 0.150
C -0.559 -4.148 1.376
C -0.163 -2.806 1.470
C 0.846 -2.437 2.515
C -0.823 2.949 -0.693
C -2.272 3.214 -0.393
C -0.361 3.251 -1.969
H 0.667 3.820 -4.286
H 2.288 4.187 -3.630
H 1.916 2.542 -4.190
H 2.898 2.391 -1.553
H 2.167 1.833 1.975
H 2.700 0.665 0.723
H 3.352 2.296 0.771
H -1.762 2.094 1.505
H -0.624 3.957 2.576
H -0.730 2.596 3.726
H 0.813 2.953 2.868
H 0.226 0.363 2.875
H -1.539 0.182 2.576
H -0.713 0.164 -0.009
H -2.282 -1.980 -2.450
H -2.219 -0.498 -1.455
H -0.731 -1.134 -2.258
H -2.332 -3.975 -1.486
H -1.274 -6.623 0.965
H -2.784 -6.197 0.148
H -1.324 -6.439 -0.798
H -0.180 -4.854 2.099
H 1.157 -3.325 3.079
H 1.767 -2.003 2.080
H 0.436 -1.697 3.224
H -2.689 3.865 -1.166
H -2.889 2.300 -0.388
H -2.397 3.713 0.577
H -1.059 3.662 -2.704
H 0.820 -0.281 0.833
B 3.063 -1.330 -2.111
H 2.225 -2.258 -2.171
H 2.852 -0.221 -2.607
H 3.651 -1.301 -1.029

**Total charge**: 0
**Energy**: -24024.1188 eV
**Lowest unoccupied orbital energy**: -0.40 eV
**Kohn-Sham gap**: 0.2899 Eh
**SMILES**: Cc1cc(C)c(CC[C@@H](C)c2c(C)cc(C)cc2C)c(C)c1.B
**HOMO**: -8.29 eV

The natural (NBO) scheme yields these atomic charges, measured in e: -0.630 -0.004 -0.222 -0.027 -0.645 0.064 -0.254 -0.602 -0.386 -0.467 0.048 -0.002 -0.640 -0.228 -0.009 -0.627 -0.222 -0.013 -0.638 -0.030 -0.638 -0.223 0.214 0.220 0.220 0.205 0.214 0.220 0.224 0.216 0.211 0.209 0.201 0.195 0.209 0.220 0.215 0.214 0.224 0.200 0.213 0.218 0.218 0.199 0.215 0.214 0.219 0.216 0.216 0.215 0.204 0.217 0.278 -0.084 -0.091 -0.104



2.
C22H33BaGeN4O2 | wB97M-V/def2-TZVPD

Geometry (Å):
Ba 1.201 0.404 -1.365
N 5.161 -0.775 3.566
C 3.831 -0.709 2.813
C 4.067 -0.572 1.314
C 4.299 0.859 0.810
N 4.113 0.848 -0.660
C 3.344 1.899 1.440
C 2.293 1.307 2.376
N 1.218 0.620 1.596
C 2.973 0.417 3.416
H 5.747 -1.547 3.237
H 5.010 -0.916 4.569
H 5.700 0.089 3.463
H 3.377 -1.679 3.002
H 3.172 -0.973 0.835
H 4.891 -1.218 0.995
H 5.327 1.145 1.050
H 4.800 0.236 -1.096
H 4.333 1.778 -1.013
H 2.830 2.450 0.647
H 3.917 2.646 1.991
H 1.851 2.129 2.938
H 0.442 1.273 1.520
H 0.837 -0.160 2.126
H 2.244 0.005 4.116
H 3.607 1.091 4.002
Ge -3.044 0.573 -1.712
C -3.647 -0.551 -0.327
C -4.518 -0.114 0.677
C -5.042 -1.027 1.579
C -4.711 -2.373 1.477
C -3.846 -2.813 0.483
C -3.316 -1.906 -0.422
C -3.707 2.260 -2.210
C -4.586 2.987 -1.398
C -5.097 4.193 -1.853
C -4.738 4.670 -3.108
C -3.868 3.951 -3.919
C -3.353 2.743 -3.476
H -2.389 -0.211 -2.843
H -4.792 0.928 0.766
H -5.721 -0.692 2.352
H -5.142 -3.085 2.169
H -3.610 -3.866 0.400
H -2.666 -2.257 -1.216
H -4.878 2.626 -0.423
H -5.783 4.756 -1.234
H -5.146 5.609 -3.461
H -3.604 4.325 -4.900
H -2.695 2.173 -4.123
O 0.500 2.571 -1.004
C -0.708 2.303 -1.140
O -1.147 1.086 -1.008
H -1.432 3.083 -1.390
C 1.993 -5.488 -2.097
C 0.729 -4.702 -1.705
C 1.006 -3.281 -1.474
N 1.232 -2.166 -1.287
H 1.750 -6.547 -2.122
H 2.793 -5.338 -1.374
H 2.345 -5.194 -3.083
H 0.284 -5.100 -0.791
H -0.029 -4.770 -2.487

**Total charge**: +3
**Energy**: -90593.0722 eV
**Lowest unoccupied orbital energy**: -7.47 eV
**Kohn-Sham gap**: 0.3188 Eh
**HOMO**: -16.14 eV

The Löwdin scheme yields these atomic charges, measured in e: 2.066 0.241 -0.240 -0.112 -0.361 -0.032 -0.098 -0.347 -0.003 -0.082 0.181 0.185 0.178 0.159 0.094 0.136 0.146 0.098 0.100 0.107 0.135 0.155 0.078 0.096 0.136 0.137 1.134 -0.336 -0.086 -0.046 -0.040 -0.063 -0.127 -0.363 -0.085 -0.042 -0.030 -0.047 -0.119 0.023 0.089 0.122 0.122 0.113 0.087 0.088 0.122 0.125 0.121 0.102 -0.293 -0.491 -0.414 0.149 -0.065 -0.189 -0.167 -0.077 0.093 0.083 0.089 0.131 0.133



3.
C22H33Cl3O2Pt | wB97M-V/def2-TZVPD

Geometry (Å):
C -0.649 0.828 -2.249
C -1.452 -0.322 -2.161
C -0.623 -1.441 -1.905
C -2.929 -0.384 -2.396
C 0.729 -0.993 -1.750
C 0.745 0.465 -1.933
C 1.961 1.211 -2.352
C -1.124 2.138 -2.772
C -1.093 -2.849 -1.953
C 1.927 -1.874 -1.801
Pt 0.402 0.400 0.244
Cl -1.977 0.411 0.980
Cl 0.159 2.691 0.055
Cl 0.467 -1.777 0.923
H -3.410 0.557 -2.110
H -3.380 -1.194 -1.812
H -3.120 -0.576 -3.468
H -1.991 -2.981 -1.324
H -0.320 -3.547 -1.619
H -1.377 -3.110 -2.990
H 1.790 -2.735 -1.128
H 2.830 -1.333 -1.486
H 2.077 -2.267 -2.825
H 2.817 0.809 -1.795
H 1.881 2.266 -2.058
H 2.144 1.132 -3.439
H -2.036 2.432 -2.224
H -1.387 2.076 -3.845
H -0.362 2.906 -2.631
O 2.609 2.982 0.106
H 3.124 3.808 0.440
C -1.573 3.493 4.052
C -0.485 2.589 3.445
C 0.815 3.353 3.370
C -0.297 1.249 4.148
C -0.970 0.951 5.327
C -0.767 -0.255 5.992
C 0.124 -1.223 5.493
C 0.838 -0.994 4.330
C 1.829 -2.062 3.850
C 3.190 -1.953 4.495
C 1.235 -3.497 3.923
C 0.667 0.267 3.603
O 1.337 0.502 2.535
H -1.279 3.835 5.058
H -2.563 3.001 4.121
H -1.694 4.388 3.425
H -0.811 2.345 2.422
H 1.168 3.623 4.375
H 1.564 2.745 2.870
H 0.661 4.275 2.787
H -1.634 1.715 5.742
H -1.334 -0.448 6.890
H 0.257 -2.147 6.062
H 1.922 -1.882 2.758
H 3.138 -2.153 5.569
H 3.902 -2.653 4.056
H 3.568 -0.950 4.353
H 0.267 -3.516 3.381
H 1.918 -4.220 3.413
H 1.074 -3.849 4.962

**Total charge**: -2
**Energy**: -68256.3734 eV
**Lowest unoccupied orbital energy (spin up / spin down)**: 4.52 / 4.47 eV
**Kohn-Sham gap (spin up / spin down)**: 0.1653 / 0.1788 Eh
**HOMO (spin up / spin down)**: 0.02 / -0.40 eV
**<S²>**: 6.031
**2S+1**: 5

The natural (NBO) scheme yields these atomic charges, measured in e: 0.146 -0.149 0.120 -0.628 0.035 -0.233 -0.649 -0.672 -0.668 -0.669 1.062 -0.648 -0.447 -0.629 0.221 0.219 0.179 0.227 0.220 0.189 0.246 0.222 0.192 0.220 0.260 0.179 0.233 0.194 0.238 -0.679 0.405 -0.602 -0.266 -0.610 -0.102 -0.223 -0.333 -0.243 -0.041 -0.297 -0.593 -0.602 0.389 -0.808 0.176 0.203 0.193 0.261 0.168 0.263 0.183 0.181 0.168 0.174 0.269 0.176 0.177 0.216 0.232 0.181 0.171



4.
C22H33ClNO2PdSi2 | wB97M-V/def2-TZVPD

Geometry (Å):
Pd -1.188 0.875 -0.361
C -2.082 3.361 1.511
Si -3.079 1.745 1.532
C -3.948 1.684 3.235
C -4.495 1.836 0.282
C -2.052 0.159 1.495
C -2.678 -0.985 0.843
C -2.904 -2.229 1.456
C -3.524 -3.231 0.739
C -3.889 -3.005 -0.584
C -3.612 -1.762 -1.128
N -3.047 -0.781 -0.439
Si -0.451 -0.099 2.427
C 0.656 1.440 2.406
C -0.717 -0.513 4.268
C 0.448 -1.572 1.649
H -2.758 4.219 1.529
H -1.481 3.433 0.604
H -1.419 3.430 2.377
H -4.583 2.559 3.408
H -3.220 1.629 4.049
H -4.580 0.793 3.299
H -5.131 2.699 0.496
H -5.111 0.935 0.328
H -4.107 1.933 -0.732
H -2.599 -2.378 2.484
H -3.731 -4.189 1.202
H -4.369 -3.772 -1.176
H -3.853 -1.536 -2.162
H 0.486 2.080 3.275
H 0.499 2.028 1.502
H 1.706 1.141 2.405
H -1.198 0.314 4.796
H 0.242 -0.709 4.754
H -1.344 -1.399 4.392
H 0.305 -1.552 0.566
H 0.060 -2.522 2.024
H 1.522 -1.543 1.846
C 6.637 -0.460 -3.624
C 5.207 -0.393 -3.152
C 4.428 0.735 -3.371
C 3.131 0.832 -2.881
C 2.313 2.066 -3.155
C 2.591 -0.235 -2.150
C 3.335 -1.407 -1.982
C 2.783 -2.619 -1.275
C 4.637 -1.459 -2.473
C 1.219 -0.076 -1.515
O 0.318 -0.896 -1.770
O 1.102 0.937 -0.757
H 6.905 0.433 -4.189
H 6.805 -1.331 -4.262
H 7.317 -0.541 -2.773
H 4.842 1.565 -3.935
H 2.847 2.753 -3.813
H 2.070 2.573 -2.223
H 1.361 1.800 -3.618
H 1.700 -2.653 -1.363
H 3.037 -2.598 -0.212
H 3.209 -3.527 -1.705
H 5.216 -2.366 -2.322
Cl -1.782 2.351 -2.076

**Total charge**: -1
**Energy**: -60696.8612 eV
**Lowest unoccupied orbital energy (spin up / spin down)**: 2.82 / 1.73 eV
**Kohn-Sham gap (spin up / spin down)**: 0.2714 / 0.2633 Eh
**HOMO (spin up / spin down)**: -4.57 / -5.43 eV
**<S²>**: 2.007
**2S+1**: 3

The natural (NBO) scheme yields these atomic charges, measured in e: 0.963 -1.121 1.662 -1.110 -1.119 -1.156 0.209 -0.273 -0.160 -0.299 0.078 -0.476 1.663 -1.112 -1.107 -1.127 0.231 0.258 0.226 0.218 0.218 0.221 0.223 0.226 0.272 0.214 0.205 0.210 0.197 0.221 0.257 0.240 0.226 0.225 0.218 0.263 0.224 0.233 -0.621 -0.023 -0.238 0.029 -0.644 -0.076 0.012 -0.649 -0.237 0.749 -0.733 -0.779 0.206 0.208 0.209 0.192 0.192 0.252 0.235 0.258 0.211 0.200 0.189 -0.686



Relative energy (zero: lowest compared OMol25 entry of this formula, charge and spin) list, top to bottom, in kJ/mol: 71.8, 105.2, 126.4, 61.3